#A
Here is the molecule C5H9N from OMol25. Energies are from wB97M-V/def2-TZVPD.

The value obtained for the LUMO energy is 0.874 eV. Its SMILES is CC(C)CC#N.

Geometry (Å):
C 1.3746 -0.6739 -0.0861
C 0.3704 0.4790 -0.0519
C -0.4624 0.5654 -1.3485
C -0.5326 0.3741 1.1948
C -1.3891 -0.8178 1.1413
N -2.0532 -1.7610 1.0511
H 1.9822 -0.7005 0.8261
H 2.0527 -0.5645 -0.9387
H 0.8614 -1.6379 -0.1835
H 0.9359 1.4110 0.0716
H -0.0872 -0.1314 -2.1069
H -0.4333 1.5715 -1.7801
H -1.5149 0.3082 -1.1782
H -1.1794 1.2545 1.2833
H 0.0749 0.3233 2.1059



#B
Here is a cluster of 2 separate species, C5H9N in total from OMol25. Energies are from wB97M-V/def2-TZVPD.

The value obtained for the LUMO energy is 1.097 eV. Its SMILES is C1=NC1.C=CC.

Geometry (Å):
C -1.0157 1.1952 0.9765
C -2.2300 -0.2658 -0.6645
C -1.4271 -0.1217 0.3863
N 1.4478 -1.3781 -0.0999
C 2.8153 -0.7207 -0.1973
C 1.5775 -0.4049 -0.8771
H -1.4398 2.0375 0.4196
H -1.3409 1.2766 2.0205
H -2.4950 -1.2489 -1.0452
H -2.6665 0.5920 -1.1746
H -1.0066 -1.0097 0.8574
H 3.1324 -0.1365 0.6671
H 3.5995 -1.2950 -0.6912
H 0.9719 0.1839 -1.5566
H 0.0774 1.2962 0.9789



Which structure wins on stability? #A wins.



#A
Here is a structure of composition C3H6N3O from OMol25. Energies are from wB97M-V/def2-TZVPD.

The value obtained for the LUMO energy is -4.837 eV. As for the total charge: +1.

Geometry (Å):
C 0.2663 -0.9146 -1.5592
C 1.5856 -0.2903 0.1602
C -0.8000 0.0423 0.6074
N 1.4758 -0.6462 -1.0895
N 0.5822 0.0132 0.9726
N -1.3255 1.2529 0.4125
O -0.8107 -0.8521 -0.9260
H 0.2297 -1.2768 -2.5887
H 2.5866 -0.2517 0.5720
H -1.4290 -0.6527 1.1668
H 0.7729 0.2318 1.9445
H -0.8048 1.9819 -0.0580
H -2.3290 1.3623 0.3854



#B
Here is the ion C3H6N3O with charge +1 from OMol25. Energies are from wB97M-V/def2-TZVPD.

The value obtained for the LUMO energy is -4.669 eV. Its SMILES is O=N[C@H]1C[NH+]=CN1. As for the total charge: +1.

Geometry (Å):
C -1.1466 -0.7915 -0.5061
C -0.0954 1.1030 0.3089
C 0.7125 -0.1479 0.6472
N 1.7929 -0.4351 -0.2816
N -0.2736 -1.2913 0.3141
N -1.0984 0.5063 -0.5954
O 2.5915 0.4435 -0.4744
H -1.6870 -1.3849 -1.1389
H -0.6643 1.6986 1.1535
H 0.4838 1.7937 -0.3520
H 1.2021 -0.3511 1.4985
H -0.1156 -2.2060 0.5506
H -1.7018 1.0626 -1.1246



Which structure wins on stability? #A wins.